(1)
The following is a quantum chemistry calculation of C29H52N4OS3Ti as an isolated structure, from OMol25.

CARTESIAN COORDINATES (ANGSTROEM)
Ti 0.9436 -0.0856 1.4395
C 1.3117 -3.3615 3.1798
C -0.1413 -3.1575 2.9208
S -0.7167 -1.4421 2.8209
C -0.7376 -0.9556 4.5374
C 0.6262 -0.7848 5.2956
S 1.8930 -0.1911 4.2101
C 3.2648 -1.2942 4.4454
C 3.6699 -1.9248 3.1486
S 2.3609 -2.4279 2.0898
H 1.5606 -4.4163 3.2563
H 1.4902 -2.9720 4.2481
H -0.6625 -3.5929 3.7430
H -0.5457 -3.5873 2.0598
H -1.3150 -1.7778 5.0071
H -1.3593 -0.0234 4.6575
H 0.8914 -1.6782 5.8749
H 0.3777 -0.0075 6.0433
H 3.0669 -1.9991 5.2023
H 4.0793 -0.6717 4.9117
H 4.4681 -2.7379 3.2454
H 4.1286 -1.1832 2.4651
N 2.4905 1.5286 1.6069
C 2.9711 2.4832 0.5550
C 3.6116 1.7665 -0.5753
C 2.6509 0.7425 -1.2168
N 2.4879 -0.3580 -0.1790
H 2.1891 2.1510 2.3730
H 3.3088 0.9919 1.9255
H 3.6963 3.1582 1.0120
H 2.1807 3.0986 0.2040
H 4.4926 1.2013 -0.2889
H 3.9924 2.4713 -1.3466
H 3.0866 0.2866 -2.1388
H 1.7275 1.2596 -1.5726
H 3.4445 -0.5054 0.1667
H 2.2956 -1.1924 -0.6611
C -1.0277 -4.8822 -3.7236
C -1.6811 -3.5685 -3.4573
C -3.1809 -3.7815 -2.9361
C -1.8444 -2.7638 -4.7776
C -1.0775 -2.7802 -2.3359
C -0.2765 -3.4329 -1.4083
C 0.2273 -2.6951 -0.3406
N 0.1424 -1.3588 -0.1825
C -0.5609 -0.7115 -1.1700
C -1.2573 -1.3773 -2.1728
C -0.7080 0.7098 -0.8615
C -1.3407 1.5466 -1.8123
C -1.2727 2.9448 -1.6880
C -0.6586 3.4276 -0.5067
C -0.1005 2.5884 0.4160
N -0.1167 1.1640 0.2648
C -1.5464 3.9126 -2.8090
C -0.1959 4.1799 -3.4366
C -2.4871 3.3152 -3.8948
C -2.2027 5.2063 -2.3094
H -1.5916 -5.3044 -4.5515
H -1.1265 -5.6340 -2.9497
H 0.0889 -4.7478 -3.8886
H -3.7224 -4.1664 -3.7966
H -3.5625 -2.7509 -2.5906
H -3.3762 -4.4138 -2.0402
H -2.1947 -3.4043 -5.6121
H -0.9134 -2.3348 -5.1405
H -2.6023 -1.9978 -4.5619
H -0.0820 -4.5441 -1.4122
H 0.7872 -3.1255 0.4365
H -1.9634 -0.8673 -2.8077
H -1.7090 1.0762 -2.7157
H -0.7236 4.4667 -0.2742
H 0.4031 2.9522 1.2900
H 0.2456 3.2986 -3.8407
H 0.5278 4.5778 -2.7282
H -0.2581 5.0215 -4.1353
H -1.9212 2.5616 -4.4968
H -2.8422 4.0606 -4.6357
H -3.3654 2.8431 -3.4629
H -1.5900 5.7147 -1.6070
H -3.1575 4.8881 -1.9550
H -2.3383 5.8511 -3.1993
C -2.5701 1.3981 2.3250
C -1.4323 2.1056 3.0432
O -0.0292 1.3941 2.7495
H -3.4237 2.0647 2.6650
H -2.8257 0.4552 2.8181
H -2.6501 1.4458 1.2869
H -1.6464 2.0216 4.0823
H -1.1815 3.0958 2.7654
H 0.6319 1.5434 3.4162

Cartesian forces (eV/Å) of the 2 atoms listed first:
Ti 0.206 -0.168 0.054
C 0.257 0.738 2.536

Calculated values
E, hartree: -3473.10565
Max |F|, Eh/bohr: 0.069
Net charge: +4
Energy relative to the best compared isomer or geometry (same formula, charge and spin), kJ/mol: 209.86
Molar mass, g/mol: 616.8
Highest occupied orbital energy, eV: -19.87

=====

(2)
The following is a quantum chemistry calculation of a 3-piece molecular cluster, C29H53BrClF3N2O14S3 overall, from OMol25.

CARTESIAN COORDINATES (ANGSTROEM)
C 4.6801 1.7504 2.3713
C 3.8275 0.5431 1.9948
O 4.2840 -0.0695 0.7642
C 3.1967 -0.5800 0.0852
O 2.6371 0.1099 -0.7409
C 2.7772 -1.9930 0.3978
C 1.3180 -2.2569 0.0374
C 0.3098 -2.0161 1.1707
C -0.4748 -0.7285 0.9323
O -1.7097 -0.7490 1.6383
C -2.0138 0.3095 2.5290
C -3.3540 -0.2082 3.1745
C -3.3626 -1.7294 3.3982
C -4.1563 -2.4592 2.2943
C -3.5803 -3.8153 1.9262
S -3.9294 -5.0772 3.1591
O -3.7194 -6.3471 2.5435
O -5.2212 -4.8491 3.7177
Cl -2.4495 -4.8595 4.5573
C -1.0660 0.3332 3.7599
C 0.3849 0.7918 3.6271
O 1.2594 -0.0167 3.4016
Br 0.9965 2.6297 3.8929
C -2.3398 1.6716 1.8673
C -3.0509 2.6611 2.8242
C -2.2379 3.2546 3.9423
O -2.4459 3.0523 5.1245
C -3.3443 1.6058 0.6761
C -3.0234 0.8163 -0.5938
O -4.2770 0.6591 -1.2908
C -2.1114 1.5275 -1.6219
F -2.5213 1.2151 -2.8716
F -2.1468 2.8602 -1.5512
F -0.8384 1.0810 -1.5639
N -1.0800 2.2802 1.4162
N -1.2058 3.6478 1.0596
C -0.1299 4.3081 0.8762
C 0.0354 5.6836 1.4547
C 1.0490 3.7872 0.0880
H 5.5718 1.8564 1.7645
H 4.0746 2.6480 2.2684
H 4.9185 1.6970 3.4295
H 3.7839 -0.2028 2.7850
H 2.8126 0.8978 1.8255
H 3.0417 -2.2922 1.4088
H 3.3891 -2.6121 -0.2635
H 1.0569 -1.6293 -0.8110
H 1.2101 -3.2836 -0.3014
H 0.7246 -2.0771 2.1744
H -0.4370 -2.8101 1.1055
H -0.6850 -0.7439 -0.1363
H 0.1692 0.1329 1.0975
H -4.2140 0.0385 2.5599
H -3.4611 0.2615 4.1463
H -2.3825 -2.1691 3.5482
H -3.9165 -1.8977 4.3227
H -4.1205 -1.8236 1.4098
H -5.1975 -2.5537 2.5910
H -3.8918 -4.1852 0.9551
H -2.4933 -3.7454 1.8941
H -1.5133 0.8507 4.6033
H -0.9882 -0.6999 4.0850
H -3.4051 3.5089 2.2448
H -3.9460 2.2257 3.2615
H -1.4347 3.9500 3.6594
H -4.3331 1.2890 0.9968
H -3.5012 2.6356 0.3626
H -2.6516 -0.1962 -0.4720
H -4.7306 -0.0484 -0.8274
H -0.6859 1.7785 0.6205
H 0.2040 6.4138 0.6629
H -0.8001 5.9517 2.0888
H 0.9527 5.6353 2.0422
H 0.7183 3.1998 -0.7617
H 1.7277 4.5835 -0.1929
H 1.6071 3.1069 0.7458
C 2.2025 -6.1169 -4.9915
C 1.6128 -4.7670 -4.6349
O 0.1701 -4.7819 -4.6358
S -0.5695 -5.4343 -3.3886
C -2.1794 -4.8176 -3.7449
O -0.0762 -4.8230 -2.1905
O -0.5732 -6.8549 -3.5329
H 2.0034 -6.8533 -4.2138
H 3.2826 -6.0346 -5.1137
H 1.7668 -6.4938 -5.9165
H 1.9815 -4.4135 -3.6705
H 1.8997 -4.0286 -5.3809
H -2.1638 -3.7332 -3.6768
H -2.8571 -5.2361 -3.0040
H -2.4655 -5.1428 -4.7414
C 2.6310 3.6805 -5.7619
C 2.8423 4.3884 -4.4380
O 3.3595 3.5078 -3.4235
S 4.9118 3.1424 -3.4755
C 5.0223 2.4340 -1.8712
O 5.6654 4.3591 -3.5240
O 5.1149 2.1215 -4.4560
H 3.5804 3.3867 -6.2078
H 2.1147 4.3377 -6.4623
H 2.0416 2.7744 -5.6223
H 3.4966 5.2546 -4.5503
H 1.8885 4.7500 -4.0568
H 4.8205 3.2050 -1.1326
H 6.0330 2.0505 -1.7494
H 4.3026 1.6231 -1.7936

Cartesian forces (eV/Å) of the 2 atoms listed first:
C -0.509 -0.062 0.257
C -0.008 0.334 -0.190

Calculated values
E, hartree: -6827.92407
Max |F|, Eh/bohr: 0.062
Molar mass, g/mol: 922.3
Structure (SMILES): CCOC(=O)CCCCO[C@@](CCCCS(=O)(=O)Cl)(CC(=O)Br)[C@](CC=O)(C[C@@H](O)C(F)(F)F)NN=C(C)C.CCOS(C)(=O)=O.CCOS(C)(=O)=O
Highest occupied orbital energy, eV: -9.02

=====

(3)
The following is a quantum chemistry calculation of C29H53PS4Se2Si4TeTi as an isolated structure, from OMol25.

CARTESIAN COORDINATES (ANGSTROEM)
Ti 0.0739 1.2671 1.8207
C 1.9162 3.7294 3.4367
C 2.9746 2.7816 2.9126
S 2.3663 1.6649 1.6076
C 2.5074 2.7458 -1.9131
C 1.6234 3.2555 -2.7555
S 0.1047 -0.2217 0.1057
C -3.1122 -1.9279 1.2652
C -2.7869 -2.2613 2.5037
S 0.0133 -0.3139 3.5709
C 1.2590 0.3892 4.6919
C 0.8579 1.7696 5.1922
S 0.3681 2.9056 3.8623
H 1.6224 4.4441 2.6669
H 2.2665 4.2861 4.3085
H 3.3894 2.1812 3.7233
H 3.7991 3.3587 2.4907
H 2.8258 1.7119 -1.9717
H 2.9348 3.3348 -1.1112
H 1.1811 2.6592 -3.5443
H 1.2944 4.2847 -2.6776
H -2.7240 -2.4693 0.4114
H -3.7636 -1.0883 1.0563
H -2.1147 -3.0849 2.7141
H -3.1616 -1.7097 3.3577
H 2.2180 0.4131 4.1762
H 1.3482 -0.2851 5.5460
H 1.6484 2.2504 5.7734
H -0.0264 1.6899 5.8240
Se -2.5041 1.5467 2.3233
P -2.4284 3.3872 1.1904
Se -0.3970 3.4786 0.4359
C -2.8152 4.8456 2.1861
C -3.1554 4.7387 3.5276
C -3.4219 5.8861 4.2647
C -3.3469 7.1317 3.6629
C -3.0036 7.2397 2.3193
C -2.7362 6.1005 1.5817
C -3.6356 3.3861 -0.1554
C -3.3250 2.7155 -1.3365
C -4.2649 2.6356 -2.3505
C -5.5139 3.2216 -2.1897
C -5.8253 3.8865 -1.0127
C -4.8887 3.9688 0.0072
H -3.2017 3.7611 3.9909
H -3.6864 5.8029 5.3107
H -3.5536 8.0241 4.2394
H -2.9413 8.2127 1.8498
H -2.4592 6.1825 0.5367
H -2.3475 2.2634 -1.4568
H -4.0222 2.1158 -3.2680
H -6.2455 3.1603 -2.9849
H -6.7983 4.3430 -0.8864
H -5.1339 4.4881 0.9254
C -1.6685 -2.7636 -2.3859
Si -0.5022 -4.0973 -1.7624
C -1.1447 -4.8091 -0.1506
C -0.3908 -5.4636 -3.0534
Si 1.6357 -3.1994 -1.4195
Te 1.6433 -1.9411 0.7681
Si 3.1807 -4.8920 -0.8949
C 4.5896 -4.1829 0.1244
C 3.8786 -5.6411 -2.4706
C 2.3431 -6.2437 0.1042
Si 2.4288 -1.8031 -3.1287
C 1.2450 -0.3881 -3.4644
C 4.1000 -1.1246 -2.6128
C 2.5966 -2.8022 -4.7146
H -2.6945 -3.1402 -2.4240
H -1.3908 -2.4436 -3.3926
H -1.6481 -1.8848 -1.7378
H -2.1978 -5.0871 -0.2448
H -1.0534 -4.0826 0.6595
H -0.5831 -5.6999 0.1363
H -1.3790 -5.8885 -3.2481
H 0.2606 -6.2741 -2.7181
H 0.0040 -5.0883 -4.0002
H 5.0677 -3.3424 -0.3824
H 5.3467 -4.9513 0.3031
H 4.2436 -3.8255 1.0972
H 4.4969 -4.9195 -3.0085
H 3.0866 -5.9749 -3.1443
H 4.5047 -6.5048 -2.2316
H 1.8766 -5.8392 1.0050
H 3.0741 -6.9969 0.4100
H 1.5674 -6.7455 -0.4784
H 1.0741 0.2178 -2.5738
H 0.2763 -0.7578 -3.8064
H 1.6589 0.2540 -4.2479
H 4.0324 -0.6395 -1.6360
H 4.4614 -0.3889 -3.3361
H 4.8453 -1.9205 -2.5417
H 1.6283 -3.1985 -5.0296
H 3.2821 -3.6433 -4.6024
H 2.9721 -2.1660 -5.5207

Cartesian forces (eV/Å) of the 2 atoms listed first:
Ti 0.100 0.056 0.050
C 0.003 0.004 0.001

Calculated values
E, hartree: -10149.48463
Max |F|, Eh/bohr: 0.003
Energy relative to the best compared isomer or geometry (same formula, charge and spin), kJ/mol: 0.00
Molar mass, g/mol: 1006.7
Highest occupied orbital energy, eV: -7.10

=====

(4)
The following is a quantum chemistry calculation of C29H54CeN6O4PS2 as an isolated structure, from OMol25.

CARTESIAN COORDINATES (ANGSTROEM)
Ce 0.4198 1.2145 -0.8938
C -0.5777 -0.1069 2.3378
C 0.8217 0.3575 2.6983
N 1.6491 0.7203 1.5191
C 3.0487 0.2667 1.6179
C 3.2981 -1.0946 1.0010
N 2.7909 -1.1476 -0.3653
C 3.3356 -2.2281 -1.1792
C 2.9220 -2.0977 -2.6396
C 1.4562 -2.3878 -2.9235
N 0.5009 -1.3313 -2.5310
C -0.8185 -1.8879 -2.1771
C -0.8480 -2.2913 -0.7154
N -0.2507 -1.2442 0.1286
C -0.6037 -1.4092 1.5501
H -1.1064 0.6680 1.7735
H -1.1551 -0.2373 3.2593
H 1.3259 -0.4629 3.2179
H 0.7823 1.1981 3.3936
H 1.6852 1.7299 1.4452
H 3.3767 0.2495 2.6623
H 3.6615 1.0067 1.1037
H 2.8116 -1.8817 1.5899
H 4.3771 -1.2930 1.0390
H 3.0212 -0.2845 -0.8421
H 2.9749 -3.1859 -0.7868
H 4.4316 -2.2532 -1.1066
H 3.5221 -2.8072 -3.2159
H 3.1756 -1.0992 -3.0130
H 1.1776 -3.2931 -2.3755
H 1.3208 -2.6190 -3.9830
H 0.3903 -0.7048 -3.3224
H -1.0766 -2.7500 -2.8014
H -1.5629 -1.1189 -2.3465
H -0.3341 -3.2507 -0.5569
H -1.8863 -2.4298 -0.4112
H 0.7667 -1.3236 0.0181
H 0.0622 -2.1415 2.0298
H -1.6135 -1.8155 1.5900
C 8.6629 0.0173 -0.8974
C 7.3235 0.6915 -1.0678
C 6.8732 1.6301 -0.1425
C 5.6235 2.2221 -0.2539
C 4.8077 1.8764 -1.3204
C 5.2441 0.9584 -2.2737
C 6.4931 0.3761 -2.1413
S 3.2116 2.5691 -1.5394
O 2.3708 1.3573 -1.9720
O 3.2764 3.5704 -2.5675
N 2.7628 2.9987 -0.1138
C 1.9076 4.2319 -0.0152
C 0.5790 3.6146 -0.3473
O 0.3252 3.4003 -1.5635
O -0.0360 2.9427 0.5475
H 9.3846 0.6767 -0.4142
H 9.0802 -0.2933 -1.8554
H 8.5692 -0.8771 -0.2757
H 7.5139 1.9042 0.6898
H 5.2800 2.9398 0.4804
H 4.6195 0.7157 -3.1242
H 6.8301 -0.3318 -2.8907
H 2.2080 4.9875 -0.7365
H 1.9419 4.6115 0.9999
S -2.7707 1.5031 -4.7157
C -2.0520 1.3716 -3.2595
N -1.5152 1.1767 -2.2292
C -3.9374 -1.4669 3.5403
C -4.8196 -1.5787 2.2971
C -4.8397 -3.0260 1.8021
P -4.1967 -0.4957 0.9552
C -5.5271 -0.6602 -0.3199
C -5.3805 0.3872 -1.4309
C -6.9787 -0.7443 0.1503
C -4.2799 1.1892 1.7123
C -5.6322 1.7142 2.1901
C -3.5634 2.2356 0.8510
H -4.2837 -2.1587 4.3141
H -3.9360 -0.4662 3.9767
H -2.8981 -1.7288 3.3056
H -5.8393 -1.2909 2.5656
H -3.8361 -3.3430 1.5020
H -5.4988 -3.1714 0.9445
H -5.1787 -3.6997 2.5951
H -5.2747 -1.6274 -0.7654
H -5.8538 1.3283 -1.1365
H -5.8746 0.0506 -2.3457
H -4.3421 0.6044 -1.6804
H -7.3066 0.1800 0.6263
H -7.1543 -1.5618 0.8536
H -7.6347 -0.9152 -0.7102
H -3.6472 1.0457 2.5944
H -6.2464 2.0264 1.3428
H -5.4965 2.5961 2.8252
H -6.1994 0.9790 2.7658
H -4.1985 2.5944 0.0390
H -2.6646 1.8240 0.4045
H -3.2685 3.1060 1.4462

Cartesian forces (eV/Å) of the 2 atoms listed first:
Ce -0.961 -3.498 0.411
C -0.004 0.063 -0.080

Calculated values
E, hartree: -3379.90846
Max |F|, Eh/bohr: 0.071
Energy relative to the best compared isomer or geometry (same formula, charge and spin), kJ/mol: 88.23
Molar mass, g/mol: 786.0
Spin multiplicity: 2
Highest occupied orbital energy (alpha / beta), eV: -7.76 / -7.82

=====

Which of these has the lowest molar mass? C29H52N4OS3Ti